w) Molecular formula: C5H8O3
Method: DFT, ωB97M-V/def2-TZVPD

Computed properties:
Frontier orbital gap in eV: 8.146
HOMO in eV: -9.0
Total charge: 0

Each line ends with the Löwdin charge.
Positions of all 16 atoms, in Å:
C -0.89927 -0.71518 0.27443  0.011
C -1.06818 -1.39321 -1.02538  -0.032
C 1.22443 0.33252 0.10469  -0.734
C -0.43403 0.60218 0.35989  -0.187
C -0.94332 1.80160 0.56495  0.087
O 1.89459 1.16026 1.01031  0.055
O 1.19486 -1.05767 0.72767  -0.010
O 1.55913 0.34799 -1.09503  0.002
H 2.50512 1.67668 0.46641  0.114
H 1.86828 -1.56317 0.24381  0.112
H -1.19754 -1.23329 1.18043  0.142
H -0.29637 -1.04778 -1.71929  0.096
H -1.07791 -2.47862 -0.93929  0.091
H -2.03279 -1.06353 -1.43715  0.112
H -2.01124 1.97522 0.62279  0.067
H -0.28577 2.65601 0.66074  0.075

x) Molecular formula: C5H8O3
Method: DFT, ωB97M-V/def2-TZVPD

Computed properties:
SMILES: CC(=O)OO.C=C=C
Frontier orbital gap in eV: 10.641
HOMO in eV: -9.7
Total charge: 0

Each line ends with the Löwdin charge.
Positions of all 16 atoms, in Å:
C 0.89650 1.45374 -0.46578  -0.019
C -2.05857 0.55657 0.64650  0.022
C 1.67645 0.47756 -0.06908  -0.173
C -1.24904 -0.34860 -0.22818  -0.531
C 2.56167 -0.41405 0.24034  0.017
O -0.48884 -1.21874 0.55872  -0.065
O -0.06648 -2.36561 -0.14432  0.008
O -1.38720 -0.55053 -1.40731  0.098
H -0.26808 -2.12975 -1.07910  0.099
H 0.67560 2.28616 0.18608  0.068
H 0.61092 1.55358 -1.50207  0.074
H -3.06295 0.14453 0.73942  0.100
H -2.12521 1.53446 0.17641  0.091
H -1.60701 0.63542 1.63050  0.092
H 3.61141 -0.25176 0.04746  0.064
H 2.28084 -1.36297 0.67041  0.056

y) Molecular formula: C5H8O3
Method: DFT, ωB97M-V/def2-TZVPD

Computed properties:
Frontier orbital gap in eV: 9.394
HOMO in eV: -9.3
Total charge: 0

Each line ends with the Löwdin charge.
Positions of all 16 atoms, in Å:
C 3.17275 -0.09799 -0.40210  -0.103
C 1.02269 0.22271 0.56307  -0.350
C -0.35700 -0.48613 0.63829  0.068
C -1.38785 0.11138 0.15422  -0.412
C -2.81462 -0.40949 0.14670  0.002
H 3.58874 -0.56656 -1.23677  0.062
H 3.05795 1.07428 -0.92163  0.176
H 3.59389 -0.22754 0.46656  0.031
H -0.60862 -1.14507 1.20049  0.019
H -3.25310 0.28338 0.62104  0.012
H -2.86105 -1.39060 0.56438  0.081
H -3.17818 -0.84224 -0.78665  0.103
H -2.11079 1.72210 -1.32563  0.304
O 1.87988 -0.57113 -0.31251  -0.098
O 1.52206 1.08773 1.19681  0.140
O -1.26677 1.23517 -0.56626  -0.035

z) Molecular formula: C5H8O3
Method: DFT, ωB97M-V/def2-TZVPD

Computed properties:
SMILES: C[C@@]12OCO[C@@H]1[C@@H]2O
Frontier orbital gap in eV: 10.013
HOMO in eV: -9.2
Total charge: 0

Each line ends with the Löwdin charge.
Positions of all 16 atoms, in Å:
C 1.70564 -0.82833 -0.06639  -0.022
C 0.28688 -0.36201 -0.12355  -0.525
C -1.92701 -0.66664 -0.26551  -0.095
C -0.28577 0.33288 0.98526  -0.191
C 0.46553 1.14575 0.12114  -0.181
H 2.23932 -0.37358 -1.00432  0.114
H 2.14918 0.06146 0.77096  0.137
H 1.93108 -2.09187 0.13898  0.156
H -2.73496 -0.29334 -0.88008  0.122
H -2.29292 -1.70868 0.20238  0.171
H -0.07252 0.16870 1.96597  0.134
H 1.55065 1.24427 0.53658  0.141
H -0.48182 1.51916 -1.26267  0.017
O -0.63160 -0.79910 -1.00852  0.009
O -1.71825 0.44743 0.63388  -0.031
O -0.18343 2.20391 -0.74412  0.043

Most stable structure, least stable structure: w), z).

w) Molecular formula: C9H11N3
Method: DFT, ωB97M-V/def2-TZVPD

Computed properties:
SMILES: N#Cc1ccn[nH]1.C1=CCCC1
Frontier orbital gap in eV: 9.135
HOMO in eV: -8.7
Total charge: 0

Each line ends with the Löwdin charge.
Positions of all 23 atoms, in Å:
C -2.54522 1.79544 0.14330  -0.219
C -2.61097 -0.65413 0.70459  0.005
C -2.35854 -1.77011 -0.17635  -0.164
C 1.52718 0.06375 -0.87641  -0.167
C 0.86113 1.33261 -0.32182  -0.174
C 1.67098 -0.85737 0.35354  -0.170
C 0.04425 0.83449 0.85494  -0.122
C 0.65848 -0.27035 1.28699  -0.109
C -2.35048 0.44736 -0.11439  -0.307
N -2.85656 2.82979 0.44310  0.201
N -2.10331 -0.03863 -1.40317  0.060
N -2.12674 -1.40781 -1.39327  0.039
H -2.69184 -0.67659 1.77699  0.112
H -2.34790 -2.85297 0.05424  0.116
H 0.86742 -0.34728 -1.55512  0.060
H 2.46036 0.12535 -1.50245  0.124
H 1.51301 2.12581 -0.08737  0.092
H 0.19235 1.79718 -1.05121  0.093
H 1.66464 -1.93520 0.30130  0.104
H 2.58911 -0.61482 0.88805  0.106
H -0.69452 1.39717 1.32763  0.066
H 0.36331 -0.78005 2.17419  0.095
H -2.06775 0.35896 -2.32732  0.159

x) Molecular formula: C9H11N3
Method: DFT, ωB97M-V/def2-TZVPD

Computed properties:
Frontier orbital gap in eV: 7.595
HOMO in eV: -7.2
Total charge: 0

Each line ends with the Löwdin charge.
Positions of all 23 atoms, in Å:
C 1.00918 -1.64491 -2.10984  0.024
C -0.20874 -1.00563 -1.35262  -0.109
C -1.47760 -1.00023 -1.92246  -0.081
C -2.56146 -0.45457 -1.36814  -0.119
C -2.41221 0.29475 -0.18190  -0.046
C -1.11074 0.44906 0.33924  -0.179
C -0.80943 1.08994 1.69278  -0.113
C 1.57720 0.72360 1.12659  -0.406
C 0.01087 -0.18417 -0.19971  -0.280
H 1.46539 -2.12626 -1.17891  0.121
H 0.97659 -2.15263 -2.86700  -0.010
H 1.73413 -1.16012 -2.24415  -0.048
H -1.49940 -1.61850 -2.74476  0.087
H -3.57499 -0.20174 -1.65651  0.098
H -3.15620 0.92414 0.69990  0.189
H -1.51235 1.74568 1.68220  0.007
H -1.30750 0.63802 2.76549  0.178
H 1.11288 1.47950 2.69328  0.138
H 3.78765 0.34061 0.87347  0.257
H 3.12794 1.82262 2.24760  0.096
N 0.64789 1.37957 1.78403  0.065
N 2.91504 0.88355 1.75457  0.017
N 1.26586 -0.22231 0.16682  0.114

Most stable structure, least stable structure: w), x).

w) Molecular formula: C9H8N4
Method: DFT, ωB97M-V/def2-TZVPD

Computed properties:
SMILES: c1cc2nnc(C3CC3)nc2cn1
Frontier orbital gap in eV: 8.270
HOMO in eV: -9.0
Total charge: 0

Each line ends with the Löwdin charge.
Positions of all 21 atoms, in Å:
C -0.72829 0.36020 -3.14730  -0.171
C -0.96610 1.72080 -2.67863  -0.088
C -1.44624 0.46660 -1.89944  -0.232
C -0.82025 0.17116 -0.58224  -0.302
C -0.11011 -0.59201 1.81040  -0.230
C 0.30880 -0.87037 3.09498  -0.007
C 1.64397 -1.07035 3.30312  -0.116
C 2.20464 -0.39887 1.18117  -0.104
C 0.86202 -0.28655 0.83956  -0.151
H 0.29302 -0.10591 -3.00213  0.128
H -1.26889 -0.03688 -4.00509  0.109
H -1.78981 2.26255 -3.15621  0.106
H -0.11269 2.25612 -2.23734  0.111
H -2.52447 0.36565 -1.85642  0.132
H -0.46054 -1.16112 3.84228  0.129
H 2.06159 -1.66556 4.13548  0.118
H 2.94571 0.06783 0.59371  0.111
N -1.69632 -0.13482 0.40284  0.080
N -1.39800 -0.64181 1.45984  0.095
N 2.55382 -0.77981 2.34142  0.069
N 0.44814 0.07313 -0.44001  0.214

x) Molecular formula: C9H8N4
Method: DFT, ωB97M-V/def2-TZVPD

Computed properties:
Frontier orbital gap (spin up / spin down) in eV: 7.059 / 6.830
HOMO (spin up / spin down) in eV: -6.9 / -7.2
Total charge: 0

Each line ends with the Löwdin charge.
Positions of all 21 atoms, in Å:
C -1.57113 2.77403 -0.65275  -0.189
C 0.83013 0.01830 -3.09047  -0.075
C 1.68469 1.02446 1.60535  -0.056
C 0.63865 1.89553 1.05244  0.002
C 1.47467 -0.24646 1.07817  -0.064
C -0.12556 1.06889 0.19973  -0.222
C -0.30868 -1.37287 -0.40287  -0.133
C -1.31333 -0.85077 -1.44399  -0.111
C -1.19267 1.41130 -0.63649  -0.250
N -2.04641 3.83864 -0.69601  0.144
N 1.56627 -0.77656 -2.74917  0.096
N 0.32963 -0.25225 0.27430  -0.066
N -1.77862 0.41971 -1.34308  0.056
H 2.55811 1.29839 2.17369  0.086
H 0.38563 2.89704 1.32163  0.091
H 1.94357 -1.15436 1.14268  0.085
H -0.86354 -1.86594 0.41475  0.127
H 0.49586 -1.90798 -0.97979  0.105
H 0.34560 0.87986 -3.45933  0.064
H -1.85649 -1.66512 -1.92081  0.112
H -2.37366 0.62807 -2.19633  0.198

Most stable structure, least stable structure: w), x).

w) Molecular formula: C2H6BrClSi
Method: DFT, ωB97M-V/def2-TZVPD

Computed properties:
SMILES: Cl[SiH2]CCBr
Frontier orbital gap in eV: 10.317
HOMO in eV: -10.2
Total charge: 0

Each line ends with the Löwdin charge.
Positions of all 11 atoms, in Å:
C 0.34982 -0.28598 -0.18678  -0.427
C -0.93708 -1.13537 -0.32278  -0.560
Si 0.35116 1.47498 0.76423  0.345
Cl 1.90447 2.39033 -0.31200  0.166
Br -0.46343 -2.89047 -1.36288  0.462
H 0.57781 -0.15109 -1.20978  0.020
H 1.07158 -0.96839 0.29494  0.066
H -1.44069 -1.60560 0.48969  0.010
H -1.82001 -0.62985 -0.86682  0.084
H 0.94847 1.21583 2.04763  -0.077
H -0.54211 2.58562 0.66456  -0.090

x) Molecular formula: C2H6BrClSi
Method: DFT, ωB97M-V/def2-TZVPD

Computed properties:
Frontier orbital gap (spin up / spin down) in eV: 9.008 / 6.456
HOMO (spin up / spin down) in eV: -8.5 / -8.1
Total charge: 0

Each line ends with the Löwdin charge.
Positions of all 11 atoms, in Å:
C 1.18178 -0.32880 0.68957  -0.240
C 1.50715 0.67862 -0.42868  -0.079
Si -2.99103 -0.01169 -0.45394  -0.220
Cl -2.19656 -1.75213 0.24414  0.180
Br -1.87959 1.65372 0.33571  0.295
H 0.87856 0.13834 1.65072  0.059
H 0.42932 -1.16446 0.48369  0.023
H 2.10246 -0.87351 0.79737  0.039
H 2.08902 0.14124 -1.34513  0.090
H 1.59428 1.72069 -0.17400  0.010
H -2.71539 -0.20202 -1.79945  -0.157

Most stable structure, least stable structure: w), x).